(1)
188
Properties=species:S:1:pos:R:3 method="wB97M-V/def2-TZVPD" smiles="O=[N+]([O-])c1ccccc1.O=[N+]([O-])c1ccccc1.CCCCCC.CCCCCC.CCCCCC.CCCCCC.CCCCCC.CCCCCC.CCCCCC.CCCCCC" total_charge=0
O -8.024 1.785 0.410
N -7.795 2.134 1.550
O -8.562 1.974 2.478
C -6.499 2.753 1.853
C -6.267 3.198 3.135
C -5.116 3.933 3.409
C -4.185 4.152 2.398
C -4.396 3.606 1.142
C -5.560 2.917 0.847
H -6.994 3.099 3.928
H -4.938 4.222 4.436
H -3.318 4.758 2.625
H -3.666 3.811 0.368
H -5.744 2.461 -0.116
O -5.839 -5.530 4.062
N -6.662 -4.734 3.639
O -7.843 -4.740 3.922
C -6.186 -3.723 2.679
C -4.827 -3.650 2.386
C -4.423 -2.725 1.448
C -5.311 -1.808 0.891
C -6.645 -1.852 1.279
C -7.091 -2.821 2.160
H -4.146 -4.370 2.815
H -3.374 -2.637 1.183
H -4.963 -1.165 0.093
H -7.315 -1.121 0.843
H -8.127 -2.843 2.462
C 7.002 2.759 4.764
C 5.835 3.168 3.861
C 5.103 1.956 3.303
C 4.173 2.282 2.132
C 3.427 1.059 1.653
C 2.424 1.336 0.557
H 7.458 3.638 5.218
H 7.729 2.156 4.221
H 6.622 2.143 5.585
H 5.139 3.769 4.451
H 6.216 3.770 3.032
H 4.519 1.465 4.091
H 5.829 1.195 2.990
H 3.474 3.059 2.454
H 4.794 2.680 1.322
H 4.090 0.225 1.400
H 2.880 0.662 2.523
H 1.740 0.505 0.375
H 1.852 2.229 0.818
H 2.920 1.483 -0.407
C -2.513 -2.218 5.400
C -1.663 -3.440 5.764
C -1.272 -3.460 7.232
C -0.443 -4.683 7.620
C -0.041 -4.686 9.086
C -1.127 -5.212 10.014
H -3.485 -2.199 5.900
H -2.713 -2.203 4.325
H -2.036 -1.271 5.666
H -2.229 -4.326 5.468
H -0.761 -3.389 5.144
H -2.196 -3.473 7.829
H -0.778 -2.530 7.530
H -0.993 -5.577 7.316
H 0.472 -4.686 7.014
H 0.856 -5.298 9.229
H 0.279 -3.679 9.370
H -1.507 -6.153 9.605
H -0.772 -5.421 11.022
H -1.993 -4.549 10.066
C 5.986 -1.558 4.549
C 5.159 -1.563 5.837
C 3.951 -2.506 5.784
C 2.816 -2.041 4.865
C 2.251 -0.670 5.173
C 0.934 -0.420 4.461
H 6.829 -0.872 4.666
H 5.401 -1.238 3.689
H 6.430 -2.547 4.416
H 5.772 -1.835 6.697
H 4.766 -0.560 6.030
H 3.558 -2.634 6.802
H 4.236 -3.522 5.487
H 3.235 -2.016 3.849
H 2.000 -2.769 4.858
H 2.119 -0.502 6.248
H 2.957 0.115 4.882
H 0.659 0.635 4.592
H 0.989 -0.532 3.377
H 0.123 -0.993 4.913
C 0.412 6.076 -4.349
C -0.052 6.407 -5.762
C -1.482 5.983 -6.066
C -1.622 4.516 -6.419
C -2.997 4.137 -6.941
C -3.184 2.644 -7.174
H 0.090 5.068 -4.071
H -0.023 6.784 -3.644
H 1.499 6.070 -4.264
H 0.106 7.473 -5.961
H 0.624 5.969 -6.511
H -1.941 6.607 -6.839
H -2.107 6.197 -5.185
H -0.811 4.264 -7.117
H -1.373 3.852 -5.577
H -3.743 4.492 -6.221
H -3.202 4.700 -7.858
H -2.421 2.238 -7.844
H -3.185 2.081 -6.240
H -4.133 2.450 -7.680
C -2.193 2.679 -2.707
C -1.787 1.267 -2.306
C -1.438 1.142 -0.837
C -1.356 -0.287 -0.332
C -1.030 -0.402 1.145
C -2.000 0.272 2.110
H -2.292 2.807 -3.785
H -1.477 3.417 -2.332
H -3.151 2.928 -2.239
H -2.595 0.566 -2.554
H -0.967 0.902 -2.939
H -2.239 1.654 -0.280
H -0.529 1.686 -0.556
H -2.320 -0.769 -0.539
H -0.585 -0.809 -0.909
H -1.125 -1.452 1.428
H -0.010 -0.102 1.383
H -1.661 0.051 3.125
H -2.013 1.367 2.058
H -3.046 -0.028 2.011
C -0.805 -3.706 -10.177
C -0.108 -3.616 -8.817
C -0.539 -2.419 -7.985
C -0.184 -2.572 -6.514
C -0.272 -1.304 -5.694
C -1.685 -0.784 -5.511
H -1.851 -3.409 -10.078
H -0.703 -4.694 -10.620
H -0.372 -2.986 -10.877
H -0.251 -4.546 -8.259
H 0.975 -3.593 -8.988
H -1.631 -2.346 -8.059
H -0.153 -1.465 -8.354
H -0.804 -3.353 -6.045
H 0.799 -3.047 -6.384
H 0.268 -1.347 -4.741
H 0.324 -0.529 -6.203
H -2.248 -1.368 -4.778
H -1.674 0.255 -5.174
H -2.255 -0.838 -6.440
C 2.319 -1.337 -2.574
C 3.302 -1.814 -1.496
C 2.840 -3.015 -0.697
C 1.738 -2.764 0.325
C 1.096 -4.075 0.791
C -0.094 -3.861 1.713
H 1.931 -2.188 -3.141
H 2.720 -0.566 -3.229
H 1.421 -0.886 -2.125
H 4.208 -2.061 -2.063
H 3.588 -0.943 -0.895
H 3.705 -3.420 -0.154
H 2.583 -3.819 -1.394
H 2.103 -2.184 1.178
H 0.927 -2.190 -0.140
H 0.807 -4.643 -0.096
H 1.852 -4.678 1.308
H -0.378 -4.777 2.240
H 0.162 -3.117 2.469
H -0.973 -3.583 1.129
C 5.986 2.994 -2.554
C 4.475 3.216 -2.500
C 3.758 2.514 -3.656
C 2.249 2.612 -3.527
C 1.483 1.868 -4.621
C 1.581 2.512 -6.008
H 6.493 3.404 -1.679
H 6.418 3.404 -3.467
H 6.208 1.922 -2.533
H 4.083 2.821 -1.560
H 4.264 4.284 -2.583
H 4.075 1.469 -3.716
H 4.064 2.996 -4.593
H 1.953 2.188 -2.556
H 1.913 3.652 -3.464
H 1.903 0.857 -4.638
H 0.428 1.747 -4.363
H 0.610 2.483 -6.511
H 1.784 3.582 -5.900
H 2.277 2.025 -6.686



(2)
22
Properties=species:S:1:pos:R:3 method="wB97M-V/def2-TZVPD" smiles="O=[PH2]B1OB(S)OB(B(O)O)O1.ClC(Cl)(Cl)Cl" total_charge=0
O 2.335 -3.070 0.516
P 3.163 -2.373 -0.506
B 2.406 -0.599 -0.829
O 3.128 0.567 -0.678
B 2.482 1.481 0.158
S 3.380 2.427 1.413
O 1.108 1.577 0.058
B 0.411 0.386 -0.133
B -1.031 -0.036 0.727
O -1.266 0.468 1.967
O -1.972 -0.879 0.175
O 1.050 -0.536 -0.973
H 3.323 -3.032 -1.745
H 4.509 -2.152 -0.145
H 4.358 1.514 1.495
H -0.515 0.915 2.364
H -1.757 -1.810 0.256
Cl -5.287 -0.205 0.409
C -5.022 1.025 -0.820
Cl -6.533 1.896 -1.123
Cl -3.796 2.172 -0.266
Cl -4.476 0.264 -2.318



(3)
19
Properties=species:S:1:pos:R:3 method="wB97M-V/def2-TZVPD" relative_energy_ev=0.5590 smiles=NCCNCCS total_charge=0
N -0.294 -1.873 -3.112
C -0.976 -0.596 -2.859
C -0.184 0.315 -1.931
N 0.016 -0.313 -0.648
C 0.181 0.594 0.453
C 0.260 -0.148 1.769
S 0.523 0.964 3.178
H -0.485 -2.128 -4.077
H 0.718 -1.792 -3.065
H -1.908 -0.833 -2.334
H -1.232 -0.069 -3.775
H -0.761 1.246 -1.846
H 0.759 0.585 -2.416
H -0.458 -1.198 -0.591
H -0.705 1.251 0.447
H 1.041 1.235 0.295
H -0.710 -0.586 1.990
H 1.017 -0.916 1.693
H 1.857 1.049 3.089



(4)
162
Properties=species:S:1:pos:R:3 method="wB97M-V/def2-TZVPD" relative_energy_ev=0.0000 total_charge=+2
K 2.000 -0.254 -1.879
K -1.718 1.134 -2.825
Cd -1.359 0.089 2.869
S 0.081 -0.209 0.621
O -0.254 0.498 -0.623
O 1.227 -1.070 0.422
O 0.246 0.790 1.745
O -1.122 -1.002 1.127
C -0.363 -4.282 0.479
C -0.097 -5.443 -0.479
N -0.867 -6.664 -0.281
C -0.730 -7.224 1.065
C 0.699 -7.551 1.449
C -2.278 -6.499 -0.593
C -2.548 -6.035 -2.020
H -0.276 -4.618 1.511
H -1.350 -3.848 0.296
H 0.364 -3.475 0.345
H -0.224 -5.120 -1.517
H 0.964 -5.699 -0.428
H -1.210 -6.553 1.803
H -1.348 -8.124 1.091
H 0.669 -8.063 2.413
H 1.131 -8.232 0.720
H 1.318 -6.664 1.575
H -2.798 -5.840 0.129
H -2.765 -7.470 -0.480
H -1.918 -6.571 -2.731
H -2.427 -4.962 -2.167
H -3.580 -6.277 -2.286
C 0.124 4.880 5.705
C 0.390 5.865 4.572
N -0.569 5.806 3.473
C -1.899 6.246 3.857
C -2.715 6.771 2.678
C -0.593 4.565 2.725
C 0.776 4.049 2.326
H -0.915 4.921 6.034
H 0.776 5.026 6.564
H 0.303 3.859 5.348
H 0.427 6.898 4.916
H 1.373 5.658 4.146
H -2.476 5.486 4.412
H -1.757 7.085 4.543
H -3.661 7.174 3.039
H -2.181 7.604 2.218
H -2.887 6.006 1.921
H -1.149 4.770 1.805
H -1.157 3.781 3.283
H 1.247 3.575 3.195
H 1.467 4.837 2.031
H 0.682 3.277 1.563
C 3.712 2.942 -2.313
C 3.790 2.756 -0.788
N 3.915 1.377 -0.335
C 5.261 0.869 -0.623
C 5.461 -0.563 -0.174
C 3.590 1.273 1.099
C 4.595 1.865 2.084
H 3.063 2.196 -2.792
H 4.680 2.902 -2.804
H 3.212 3.896 -2.478
H 4.601 3.408 -0.426
H 2.879 3.188 -0.362
H 5.391 0.878 -1.710
H 6.039 1.531 -0.219
H 4.626 -1.195 -0.489
H 6.408 -0.957 -0.537
H 5.479 -0.643 0.916
H 3.378 0.226 1.330
H 2.623 1.760 1.259
H 4.760 2.924 1.894
H 5.544 1.329 2.080
H 4.191 1.751 3.092
C 1.176 0.976 4.959
C 1.056 -0.473 4.537
N -0.345 -0.972 4.481
C -0.307 -2.393 4.010
C -1.677 -3.024 3.905
C -1.046 -0.842 5.793
C -0.456 -1.618 6.965
H 0.741 1.187 5.931
H 0.681 1.622 4.219
H 2.218 1.291 4.924
H 1.496 -0.596 3.547
H 1.623 -1.103 5.229
H 0.326 -2.972 4.687
H 0.171 -2.392 3.028
H -2.324 -2.494 3.196
H -2.188 -3.160 4.857
H -1.579 -4.035 3.505
H -1.111 0.217 6.044
H -2.095 -1.118 5.661
H -1.093 -1.426 7.826
H -0.402 -2.691 6.797
H 0.539 -1.250 7.215
C -3.935 3.973 -0.255
C -3.532 4.672 -1.536
N -2.323 4.089 -2.137
C -1.129 4.749 -1.574
C 0.126 3.919 -1.735
C -2.325 4.304 -3.598
C -3.462 3.636 -4.345
H -3.158 4.091 0.507
H -4.092 2.904 -0.403
H -4.845 4.417 0.150
H -4.369 4.663 -2.230
H -3.370 5.740 -1.320
H -1.008 5.743 -2.026
H -1.313 4.884 -0.507
H 1.011 4.508 -1.497
H 0.074 3.038 -1.090
H 0.260 3.591 -2.772
H -1.386 3.940 -4.023
H -2.336 5.384 -3.816
H -4.449 4.028 -4.119
H -3.516 2.572 -4.075
H -3.347 3.616 -5.428
C 4.957 -0.753 -4.111
C 4.502 -2.112 -3.598
N 3.045 -2.275 -3.642
C 2.430 -1.977 -4.937
C 2.987 -2.761 -6.138
C 2.615 -3.593 -3.154
C 3.075 -3.878 -1.735
H 6.002 -0.601 -3.845
H 4.380 0.021 -3.591
H 4.817 -0.633 -5.182
H 5.046 -2.940 -4.073
H 4.774 -2.138 -2.541
H 1.358 -2.177 -4.872
H 2.568 -0.910 -5.138
H 3.020 -3.832 -5.945
H 2.333 -2.618 -7.001
H 3.967 -2.398 -6.446
H 2.966 -4.405 -3.805
H 1.520 -3.590 -3.167
H 2.667 -4.829 -1.391
H 2.804 -3.088 -1.031
H 4.153 -4.047 -1.681
C -4.119 -0.069 -0.323
C -4.648 -0.666 -1.606
N -3.606 -0.996 -2.588
C -4.240 -1.594 -3.775
C -5.081 -0.621 -4.569
C -2.563 -1.829 -1.998
C -1.511 -2.303 -2.988
H -4.938 0.322 0.284
H -3.391 0.732 -0.487
H -3.631 -0.831 0.288
H -5.208 -1.579 -1.336
H -5.374 -0.006 -2.075
H -3.475 -2.011 -4.425
H -4.860 -2.455 -3.471
H -5.987 -0.294 -4.061
H -4.509 0.269 -4.850
H -5.416 -1.088 -5.496
H -2.927 -2.744 -1.495
H -2.078 -1.251 -1.210
H -1.884 -3.008 -3.725
H -0.714 -2.794 -2.425
H -1.076 -1.457 -3.538



(5)
94
Properties=species:S:1:pos:R:3 method="wB97M-V/def2-TZVPD" total_charge=+1
C 2.775 0.041 2.826
C 2.283 0.971 1.529
C 3.332 2.250 1.321
C 2.535 3.646 0.999
C 2.235 4.596 2.299
C 1.663 3.818 3.621
C 0.044 3.926 3.852
C -0.860 3.931 2.485
C -1.973 2.696 2.667
C -2.983 2.599 3.996
N -3.955 1.452 4.171
C -4.119 0.305 3.198
C -3.236 0.269 1.804
C -2.160 1.487 1.557
C -1.283 1.443 0.158
O -0.418 0.482 -0.179
O -1.540 2.563 -0.808
H 2.074 0.245 3.770
H 2.784 -1.101 2.557
H 3.872 0.332 3.184
H 1.265 1.473 1.896
H 2.111 0.348 0.554
H 4.071 2.338 2.237
H 3.991 1.947 0.376
H 3.252 4.276 0.282
H 1.575 3.419 0.361
H 1.521 5.511 2.048
H 3.280 5.076 2.619
H 2.168 4.349 4.563
H 1.951 2.687 3.703
H -0.201 4.854 4.561
H -0.264 2.969 4.495
H -1.439 4.971 2.413
H -0.279 3.692 1.498
H -2.928 3.437 4.838
H -4.561 1.439 5.037
H -4.864 -0.588 3.371
H -3.311 -0.590 1.003
H -0.789 3.231 -0.748
C 5.436 6.969 4.551
Cl 5.690 5.267 4.088
Cl 3.722 7.398 4.322
Cl 5.880 7.191 6.263
Cl 6.453 8.020 3.533
C -0.264 -0.299 -3.889
Cl 0.194 -1.773 -2.998
Cl -1.438 -0.716 -5.163
Cl -0.998 0.872 -2.765
Cl 1.187 0.420 -4.632
C -5.664 -2.914 1.259
Cl -6.292 -2.304 2.811
Cl -6.486 -4.439 0.843
Cl -5.965 -1.709 -0.018
Cl -3.911 -3.203 1.401
C 0.214 -2.352 -8.535
Cl -1.093 -1.695 -9.552
Cl -0.340 -3.854 -7.752
Cl 1.637 -2.701 -9.548
Cl 0.652 -1.159 -7.286
C 5.314 0.566 -5.225
Cl 4.007 1.223 -6.242
Cl 4.760 -0.936 -4.442
Cl 6.737 0.218 -6.238
Cl 5.752 1.760 -3.976
C 2.014 -5.926 -4.915
Cl 0.778 -7.027 -5.574
Cl 3.365 -5.791 -6.069
Cl 1.296 -4.317 -4.651
Cl 2.618 -6.568 -3.367
C 0.214 -10.178 -3.015
Cl 1.900 -10.196 -3.591
Cl -0.073 -8.699 -2.065
Cl -0.891 -10.211 -4.412
Cl -0.079 -11.607 -1.992
C 3.814 0.492 -11.298
Cl 2.098 0.694 -11.732
Cl 4.749 1.881 -11.908
Cl 3.971 0.404 -9.525
Cl 4.439 -1.010 -12.025
C 2.614 -3.898 4.291
Cl 1.307 -3.241 3.274
Cl 2.060 -5.400 5.073
Cl 4.037 -4.246 3.277
Cl 3.052 -2.704 5.539
C -10.586 -3.655 0.887
Cl -11.632 -2.346 1.492
Cl -10.129 -4.722 2.239
Cl -11.465 -4.598 -0.343
Cl -9.118 -2.954 0.161
C -4.632 3.037 7.866
Cl -5.190 3.279 9.540
Cl -4.873 4.538 6.937
Cl -2.902 2.613 7.872
Cl -5.564 1.718 7.114



| no. | electronic energy (a.u.) | gap between HOMO and LUMO (eV) |
| --- | --- | --- |
| 1 | -2769.63234 | 9.47 |
| 2 | -3172.62314 | 10.20 |
| 3 | -667.27434 | 9.49 |
| 4 | -4112.91901 | 5.32 |
| 5 | -21418.66298 | 7.07 |